[1]
Entry from the OMol25 dataset: a molecular structure, C55H47Br3CsIN4O5P2 at a distorted geometry (ωB97M-V with the def2-TZVPD basis set).

```
118
Properties=species:S:1:pos:R:3:forces:R:3:mulliken_charge:R:1
Cs -4.0545 -5.0176 0.1999 -0.3 -0.4 0.0 0.909
Br 5.0112 0.9240 -7.0506 -0.1 0.4 -0.2 -0.133
C 5.4056 0.3120 -5.3049 1.0 -2.6 -0.9 -1.047
C 5.8940 -1.1026 -5.2594 -1.5 1.7 -4.3 0.228
C 6.1910 -1.7386 -4.1723 0.4 -2.5 4.2 -0.974
Br 6.7383 -3.6810 -4.1479 -0.4 1.6 -0.3 -0.307
C 5.9478 -1.1197 -2.8416 1.9 -1.1 -3.8 1.213
C 6.2975 -1.6347 -1.6067 -0.9 -1.8 -1.7 -0.619
C 5.8796 -1.0369 -0.5036 0.8 0.7 2.5 -0.697
C 5.3778 0.2309 -0.6243 -0.4 0.8 0.0 -0.083
N 5.2759 0.8015 -1.8124 -0.7 1.7 1.2 -0.243
C 5.5649 0.1900 -2.9725 -1.1 2.2 1.9 0.007
C 5.2996 1.1073 -4.2021 1.0 -4.7 1.3 0.419
O 4.9557 2.2468 -4.0388 -0.7 3.4 0.0 -0.721
H 5.9323 -1.6560 -6.2747 -0.1 1.0 1.9 0.620
H 6.6233 -2.6348 -1.5428 0.8 -1.0 -0.2 0.361
H 6.1391 -1.4157 0.4793 -0.3 -0.2 0.0 0.385
H 5.1043 0.7166 0.3450 0.0 0.3 -1.3 0.307
C -0.8026 -0.4957 2.5318 -1.3 1.9 -1.7 -0.461
C -1.6666 -0.8359 1.1899 2.0 2.8 1.8 -1.274
P -2.0390 0.5537 -0.0073 0.0 1.6 0.3 -0.539
C -0.3211 1.3479 -0.1387 -1.3 -3.7 -1.2 1.221
C 0.1714 2.4485 0.4441 4.0 -2.3 -3.5 -0.506
C 1.4594 2.8463 0.1538 2.4 -1.3 -0.6 -1.201
C 2.3316 2.0297 -0.5921 -4.7 -1.4 -0.2 -1.065
C 1.8190 0.8641 -1.2242 0.3 0.6 1.9 -1.164
C 0.5196 0.5291 -0.9387 -0.6 -1.0 -0.6 -1.103
C -3.0828 1.8201 0.9814 -0.1 -0.7 1.6 1.173
C -2.7095 2.2450 2.2933 2.2 -1.3 -0.5 -0.097
C -3.5525 2.7201 3.2930 1.1 -0.7 -0.7 -0.940
C -4.8454 2.9096 2.9991 -3.4 0.2 -1.1 -0.353
C -5.2753 2.5986 1.6506 1.9 -0.2 0.8 -0.908
C -4.4520 2.0097 0.6710 0.3 0.1 -0.4 -0.643
C -1.3405 -1.1114 3.8026 1.8 -1.3 1.1 -1.064
P -1.9805 -2.9225 3.6725 -0.2 2.0 -1.8 -0.026
C -3.8078 -2.6930 3.3864 0.8 -1.2 0.2 0.923
C -4.4839 -4.0612 3.5446 0.0 0.1 -1.4 0.072
C -5.9163 -3.9188 3.1075 1.3 -0.7 3.1 -0.502
C -6.4648 -2.7547 2.7433 0.1 -0.4 0.0 -0.602
C -5.7371 -1.4636 2.7018 -7.3 -3.9 -2.5 -0.396
C -4.4850 -1.5182 2.9429 6.7 0.0 2.5 -0.062
C -2.1166 -3.3851 5.3662 -1.3 -2.5 2.1 0.766
C -2.3777 -4.8019 5.6528 -0.1 0.6 -1.4 -0.566
C -2.8584 -5.1758 6.9282 2.1 6.0 -1.5 -0.680
C -3.0273 -4.2126 7.9391 -0.6 0.2 -0.5 -0.401
C -2.7670 -2.8614 7.6266 -1.9 1.0 1.9 -0.466
C -2.3829 -2.4452 6.3725 0.6 -0.6 -0.2 -0.329
H -0.6898 0.6511 2.6147 -0.3 -2.0 0.2 0.013
H 0.1819 -0.7824 2.2835 1.2 -0.7 0.0 0.574
H -2.5109 -1.3862 1.4616 -1.3 -0.9 -0.1 0.887
H -0.9686 -1.3751 0.6104 0.4 -1.2 -0.9 0.665
H -0.3675 3.0024 0.9845 -4.3 4.4 4.3 1.344
H 1.9107 3.7194 0.5578 -0.1 0.8 0.5 0.499
H 3.2822 2.1826 -0.8541 3.8 1.5 -0.4 1.188
H 2.4848 0.1829 -1.7472 -0.2 0.3 -0.2 0.577
H 0.1815 -0.4469 -1.3696 -0.2 1.0 0.4 0.234
H -1.6542 2.0050 2.6103 -1.4 0.7 -0.5 0.277
H -3.2489 2.7993 4.3067 0.7 0.3 0.6 0.454
H -5.5474 3.2372 3.8550 0.9 -0.4 -1.9 0.248
H -6.2154 2.8243 1.2933 -2.2 0.4 -0.1 0.582
H -4.8518 1.7081 -0.3704 0.6 0.6 1.9 0.306
H -2.0593 -0.4616 4.2099 -1.4 0.7 0.5 0.457
H -0.5289 -1.1215 4.6306 -1.0 -0.2 -1.4 0.544
H -4.5852 -4.2466 4.6476 -0.1 0.7 0.1 -0.093
H -6.5087 -4.6799 3.6473 -0.2 -0.1 -1.6 0.300
H -7.4714 -3.0584 2.5182 -1.0 1.8 -0.3 0.393
H -6.4257 -0.7922 2.2325 0.6 1.6 0.3 0.412
H -3.8620 -0.6428 2.9880 0.0 0.6 -0.4 0.296
H -2.4157 -5.5170 4.7142 0.2 1.4 2.1 0.260
H -3.1239 -6.0617 7.2164 -1.3 -5.4 0.8 0.648
H -3.5710 -4.5860 8.8512 1.0 0.9 -0.7 0.287
H -3.1503 -1.9839 8.2735 0.9 -1.8 -0.5 0.216
H -2.3351 -1.3688 6.2345 0.1 -0.2 -0.4 0.249
C -2.1853 4.5084 -1.4384 -0.6 -0.1 4.2 -0.756
O -0.9408 5.1417 -1.3140 0.5 0.2 0.2 -0.525
C 0.0991 4.6142 -1.9968 1.8 0.8 -0.8 1.197
C -0.0323 3.5240 -2.7921 -1.0 -3.0 -0.7 0.316
C 1.1042 2.9552 -3.4506 -0.4 2.5 1.1 -0.606
Br 1.0876 1.4001 -4.4515 -0.4 -0.6 -0.5 -0.113
C 2.3031 3.6204 -3.3266 0.8 -0.2 0.3 -0.963
C 2.5147 4.7653 -2.4862 -0.8 -1.3 -0.9 0.080
C 1.3702 5.3011 -1.9147 0.3 0.7 0.0 0.130
O 1.4831 6.5462 -1.3107 -1.6 -1.5 0.1 -0.591
C 3.8898 5.2593 -2.2217 -2.1 0.5 0.5 0.135
N 4.1601 6.3147 -1.4866 0.5 0.5 -0.5 -0.694
C 5.5538 6.4114 -1.4708 -1.7 -1.4 -0.4 0.092
C 6.3509 7.3655 -0.8082 -2.1 1.4 0.8 -0.586
C 7.6973 7.0538 -0.8267 -0.4 1.9 2.2 -0.264
C 8.1304 5.9091 -1.4307 5.6 -0.6 0.9 -0.266
C 7.4068 5.0402 -2.1336 -2.1 -2.5 -2.0 -0.871
C 6.0279 5.2288 -2.1762 1.4 3.2 1.6 0.747
N 4.9578 4.5768 -2.6629 1.0 -0.9 -0.3 0.392
H -2.2875 3.4521 -1.1236 0.9 0.0 -1.1 0.060
H -2.7021 4.7788 -2.3023 -0.8 0.2 -1.5 0.472
H -2.6686 4.8821 -0.5081 -0.5 0.5 -0.9 0.304
H -1.0300 2.9446 -2.7791 1.8 1.0 -0.3 0.226
H 3.1379 3.1496 -3.8467 0.0 0.3 0.3 0.801
H 0.5647 6.6571 -1.0177 0.2 0.7 0.3 0.318
H 5.7692 8.3348 -0.2148 2.1 -3.1 -1.9 0.170
H 8.3684 7.6084 -0.1394 -0.3 -0.3 -0.9 0.287
H 9.2823 5.6359 -1.2549 -2.6 0.7 -0.6 0.152
H 7.7589 4.1684 -2.6789 0.6 0.1 0.4 0.451
H 5.0272 3.6234 -3.0795 -0.4 0.2 -0.1 0.197
I -2.8395 -10.1556 -10.0294 0.0 0.0 0.0 -1.000
C -7.5192 -7.6596 -0.2783 1.7 -0.2 -4.0 -0.559
C -6.9375 -9.0097 -0.4064 -0.2 1.4 0.2 -0.292
C -6.3023 -9.4157 -1.5794 -0.4 -2.6 -2.9 -0.158
C -6.3376 -8.6174 -2.8234 2.6 -5.0 -0.2 -0.361
C -6.6212 -7.3766 -2.5879 -1.6 7.2 -0.3 -0.065
N -7.2462 -6.9704 -1.4631 -0.3 1.1 2.4 -0.312
H -7.1187 -9.4593 0.5635 0.8 -1.3 -0.4 0.368
H -5.8719 -10.4973 -1.9230 -1.1 2.3 1.9 0.190
H -5.9346 -9.0148 -3.8496 -0.7 0.7 2.3 0.267
H -6.4042 -6.3571 -3.2996 -0.6 -3.3 1.3 0.203
O 8.2456 -0.5131 -6.8447 -4.6 4.1 -1.4 -0.641
H 7.8626 0.4918 -6.7666 2.5 -2.5 0.6 0.368
H 7.3040 -0.5949 -7.2784 2.4 -1.4 0.6 0.313
O -3.8192 -5.1796 3.0463 -0.1 1.4 0.1 -0.868
```
Forces are in eV/Å.

Calculated values
- Calculated total energy: -311336.328 eV
- 2S+1: 1
- HOMO level (spin up / spin down): -2.17 / -2.17 eV
- Energy above the lowest of the compared OMol25 structures with the same formula, charge and spin: 209.6 kcal per mole
- LUMO level (spin up / spin down): -0.74 / -0.74 eV
- Charge: -2

[2]
Entry from the OMol25 dataset: 7 unconnected molecules or ions with the total composition C55H47BrF3N2O26 at a distorted geometry (ωB97M-V with the def2-TZVPD basis set).

```
134
Properties=species:S:1:pos:R:3:forces:R:3:mulliken_charge:R:1
C -3.7289 0.0290 3.4737 5.8 7.5 -2.9 -0.448
C -2.9590 1.1492 3.0372 -3.5 -6.8 4.0 -0.117
N -1.9119 2.2776 3.1469 0.0 1.5 0.0 0.250
C -2.4709 3.7101 3.0711 2.3 1.7 0.1 0.494
C -4.1056 3.9901 2.8665 1.5 0.4 0.3 -0.701
C -4.9531 3.6318 4.2365 0.1 1.0 -0.7 -0.423
N -6.3514 3.2146 3.8186 1.6 -1.1 -1.0 -0.508
C -1.4854 5.0383 3.1979 1.4 -4.8 0.1 -0.896
C 0.1297 4.7996 3.3615 -3.0 -2.0 -0.3 0.470
C 1.1251 6.1255 3.4943 -0.5 0.0 0.8 -0.021
C 0.3653 7.5263 2.9875 -1.4 -1.4 -7.6 0.025
O 0.0495 7.5492 1.6738 2.0 0.3 9.1 -0.441
Br -0.1008 9.0525 4.2264 0.7 -1.9 -1.3 -0.072
C 0.6963 3.2276 3.3942 -4.0 1.1 -0.6 0.217
C 2.3126 2.9838 3.5160 0.2 -0.5 1.3 -0.930
O 2.8564 1.9276 2.6514 -1.8 1.9 -0.2 -0.368
C 2.5069 2.1133 1.2367 0.8 -0.4 -1.7 0.002
C 3.0405 3.5048 0.5566 -0.4 -0.5 -1.7 -0.208
C 1.8515 3.9878 -0.5139 0.4 -0.1 -0.2 -0.670
C -0.4125 1.9857 3.3019 1.2 2.5 -0.1 0.472
C 0.0688 0.4135 3.3770 -0.5 -0.3 0.7 -0.968
C -0.1101 -0.4171 1.9742 -0.1 -0.3 -0.6 -0.088
C 0.9290 -1.7151 1.8435 -1.9 -1.9 -2.5 0.331
F 2.2431 -1.7217 2.5496 -4.7 0.2 -1.5 -0.464
C 0.4350 -2.8363 0.9680 2.0 2.3 3.0 0.106
F -0.5095 -2.4889 -0.1253 3.0 -2.1 4.1 -0.243
F 0.8990 -4.2196 1.2999 -2.0 4.7 -2.3 -0.213
H -4.3039 -0.9917 3.6471 1.3 2.8 -0.8 0.377
H -4.4748 3.4229 1.9110 0.7 0.8 2.0 0.398
H -4.2413 5.1558 2.6797 0.6 -2.5 0.2 0.327
H -4.3668 2.8138 4.8342 -1.5 1.5 -1.0 0.288
H -5.0661 4.6401 4.8584 0.5 -2.3 -1.2 0.272
H -6.6049 3.7187 2.9201 0.4 -0.6 1.5 0.278
H -6.2391 2.2011 3.5187 -0.5 1.5 0.5 0.210
H -2.0218 6.0875 3.1474 1.4 -2.4 0.1 0.205
H 1.4568 6.2869 4.6288 -0.7 -0.6 -2.5 0.462
H 2.0556 5.9476 2.8049 -1.8 0.5 1.3 0.138
H 2.5079 2.6238 4.6378 -0.4 0.6 -2.5 0.352
H 2.9407 3.9933 3.4187 -1.8 -2.0 -0.1 0.329
H 1.3558 1.9742 0.9935 2.2 0.5 1.0 -0.154
H 3.0505 1.2291 0.6462 -1.2 1.8 1.6 0.211
H 3.9808 3.2646 -0.1343 -1.9 0.5 1.8 0.334
H 3.3509 4.3454 1.3082 -0.7 -1.6 -1.4 0.164
H 2.3330 4.5019 -1.4769 -1.2 -0.9 2.4 0.139
H 1.2686 3.0412 -0.9412 1.3 1.9 1.0 0.229
H 1.0905 4.6857 0.0396 1.4 -1.2 -1.2 0.192
H 1.1691 0.2634 3.7753 -2.2 1.0 -1.0 0.417
H -0.6317 -0.1011 4.1952 1.4 1.2 -1.8 0.547
H -1.2020 -0.8681 1.9820 2.4 0.8 -0.2 0.379
H -0.0447 0.2690 1.0037 0.1 -1.4 2.2 0.275
C 5.2479 -2.9212 -1.2855 -0.3 0.2 0.2 -1.114
C 6.0835 -3.9552 -1.4010 1.1 0.4 -1.7 0.324
C 6.0837 -5.0644 -0.4074 0.2 -1.0 0.7 0.971
O 6.8501 -6.0106 -0.5503 -0.4 0.8 -0.2 -0.633
C 5.1508 -4.9739 0.7267 0.4 -0.1 -0.3 -0.600
C 4.3177 -3.9382 0.8439 -1.0 -0.5 1.7 0.493
C 4.2986 -2.8432 -0.1645 -0.1 0.7 -0.6 0.802
O 3.5087 -1.9134 -0.0396 0.3 -0.6 0.1 -0.484
O 3.4403 -3.8455 1.9086 1.4 0.3 -2.0 -0.600
O 6.9804 -4.0341 -2.4505 -1.0 -0.6 1.7 -0.571
H 5.2355 -2.1092 -2.0016 0.0 -0.1 0.0 0.432
H 5.1738 -5.7779 1.4511 0.0 0.0 -0.1 0.468
H 2.9457 -3.0090 1.7670 0.6 -0.6 0.2 0.186
H 7.4708 -4.8735 -2.3120 -0.2 0.3 -0.1 0.351
C -9.6443 1.5204 4.1042 0.5 -0.3 0.0 -0.877
C -10.8853 1.8909 3.7828 -0.5 1.6 1.2 0.423
C -11.6629 1.1673 2.7391 -1.0 -0.2 -0.7 0.831
O -12.8081 1.5192 2.4787 1.0 -0.1 0.4 -0.589
C -11.0106 0.0437 2.0488 -0.2 0.2 0.0 -0.814
C -9.7683 -0.3245 2.3679 0.3 -1.4 -1.1 0.324
C -9.0013 0.3816 3.4306 0.4 0.5 0.7 0.949
O -7.8681 0.0085 3.7145 -0.4 0.0 -0.4 -0.640
O -9.1482 -1.3778 1.7212 -0.1 1.4 1.3 -0.560
O -11.4953 2.9619 4.4098 0.3 -1.7 -1.3 -0.557
H -9.0685 2.0360 4.8625 0.0 0.0 -0.1 0.411
H -11.5804 -0.4621 1.2799 0.0 0.0 0.1 0.419
H -8.2584 -1.4480 2.1310 -0.4 0.0 -0.2 0.328
H -12.3871 3.0282 4.0043 0.3 0.0 0.2 0.357
C 1.3739 6.1152 -6.2378 0.1 0.1 -0.2 -0.854
C 1.3725 5.3072 -5.1758 -1.7 0.0 0.4 0.386
C 2.6291 4.6830 -4.6770 0.8 -0.4 0.3 0.952
O 2.5995 3.9599 -3.6874 -0.3 0.4 -0.5 -0.611
C 3.8747 4.9615 -5.4089 -0.3 -0.2 0.4 -0.813
C 3.8753 5.7667 -6.4729 1.9 0.0 -0.6 0.231
C 2.6235 6.4125 -6.9547 -0.7 0.7 -0.8 0.898
O 2.6588 7.1625 -7.9245 0.3 -0.7 0.8 -0.600
O 5.0418 6.0306 -7.1671 -2.0 0.1 0.6 -0.554
O 0.2014 5.0209 -4.4985 1.8 -0.1 -0.3 -0.583
H 0.4682 6.5774 -6.6098 0.1 0.0 0.0 0.425
H 4.7777 4.4872 -5.0465 0.0 0.0 0.0 0.439
H 4.7817 6.6395 -7.8924 0.2 -0.2 0.2 0.359
H 0.4626 4.4169 -3.7696 -0.1 0.3 -0.3 0.316
C 0.9727 -9.6330 -0.8307 -0.4 -0.1 0.1 -0.928
C 1.9027 -8.6826 -0.9436 1.6 -0.9 -0.8 0.236
C 1.6348 -7.2829 -0.5113 0.0 1.0 0.2 1.002
O 2.5153 -6.4355 -0.6098 -0.3 -0.7 -0.1 -0.521
C 0.2994 -6.9696 0.0207 0.4 0.1 -0.2 -0.625
C -0.6315 -7.9193 0.1303 -1.6 0.9 0.8 0.166
C -0.3544 -9.3243 -0.2762 0.0 -1.2 -0.3 0.781
O -1.2241 -10.1792 -0.1465 0.9 0.9 0.0 -0.501
O -1.8895 -7.6312 0.6269 1.6 -1.1 -0.8 -0.588
O 3.1514 -8.9646 -1.4663 -1.5 1.1 0.8 -0.583
H 1.1547 -10.6548 -1.1389 0.0 0.1 0.0 0.444
H 0.1123 -5.9447 0.3145 0.0 -0.2 -0.1 0.517
H -2.3788 -8.4824 0.6077 -0.1 0.2 0.0 0.315
H 3.6426 -8.1146 -1.4414 -0.2 -0.4 0.0 0.317
C -5.2991 -13.4295 -0.0121 -0.4 -0.1 0.1 -0.736
C -4.3692 -12.4791 -0.1250 1.6 -0.9 -0.8 0.256
C -4.6370 -11.0795 0.3073 -0.1 1.0 0.3 0.846
O -3.7565 -10.2321 0.2088 -0.9 -0.7 0.0 -0.484
C -5.9724 -10.7661 0.8393 0.4 0.1 -0.1 -0.938
C -6.9033 -11.7159 0.9489 -1.6 0.9 0.8 0.374
C -6.6262 -13.1209 0.5424 -0.1 -1.2 -0.2 0.887
O -7.4960 -13.9757 0.6721 0.4 0.9 0.0 -0.603
O -8.1613 -11.4277 1.4455 1.5 -1.1 -0.8 -0.565
O -3.1204 -12.7611 -0.6477 -1.6 1.2 0.8 -0.566
H -5.1172 -14.4514 -0.3203 0.0 0.1 0.0 0.430
H -6.1596 -9.7412 1.1331 0.0 -0.1 0.0 0.416
H -8.6506 -12.2790 1.4263 0.2 0.3 0.0 0.350
H -2.6292 -11.9112 -0.6228 0.0 -0.3 0.0 0.317
C 9.3726 8.8804 -7.1291 -0.4 0.0 -0.1 -0.944
C 10.3933 8.8051 -6.2728 1.6 0.5 -1.0 0.376
C 10.1843 8.4068 -4.8532 0.3 -0.2 1.0 0.893
O 11.1442 8.3280 -4.0946 -0.5 0.1 -0.8 -0.603
C 8.8095 8.1243 -4.4119 0.3 0.0 0.0 -0.781
C 7.7885 8.2031 -5.2675 -1.5 -0.4 1.1 0.359
C 8.0013 8.5744 -6.6933 -0.2 0.2 -1.1 0.959
O 7.0454 8.6206 -7.4603 0.4 -0.1 0.8 -0.592
O 6.4936 7.9416 -4.8588 1.4 0.5 -1.2 -0.570
O 11.6845 9.0938 -6.6745 -1.5 -0.6 1.3 -0.557
H 9.5105 9.1664 -8.1643 0.0 0.0 0.1 0.416
H 8.6695 7.8534 -3.3733 0.0 0.0 -0.1 0.420
H 5.9377 8.0642 -5.6591 0.3 -0.1 0.3 0.284
H 12.2411 8.9653 -5.8758 -0.2 0.0 -0.3 0.350
```
Forces are in eV/Å.

Calculated values
- Calculated total energy: -192174.711 eV
- 2S+1: 1
- HOMO level: -10.83 eV
- Energy above the lowest of the compared OMol25 structures with the same formula, charge and spin: 333.2 kcal per mole
- LUMO level: -5.04 eV
- Charge: +1